DFT (ωB97M-V/def2-TZVPD) results for a 2-piece molecular cluster, C5H14NO overall.

ORCA input file:
```
! RIJCOSX wB97M-V def2-TZVPD def2/J DEFGRID3
* xyz 1 1
C 0.7136 -0.5740 0.8126
C -0.2493 -0.2835 1.9346
C -1.7043 -0.0122 1.3050
C -2.5187 1.2122 -0.7864
C -1.9072 0.1616 -0.2214
N 1.1780 0.5912 0.1403
H 1.6958 -1.2398 1.2083
H 0.1999 -1.2193 0.1078
H 0.0851 0.6747 2.4675
H -0.4882 -1.0329 2.7244
H -2.6458 -0.6196 1.5339
H -1.8840 1.0152 1.7060
H -2.9762 2.1721 -0.3431
H -2.5168 1.3073 -1.8162
H -1.3973 -0.4781 -1.0644
H 0.2703 0.9578 -0.1293
H 1.6234 0.2572 -0.6766
H 1.8116 1.1895 0.6332
H 4.1129 -0.8461 -2.2395
H 3.0216 -1.1182 -3.4171
O 3.1046 -1.0230 -2.4929
*
```

Calculated values
max |F|	7.2	eV Å⁻¹
electronic energy	-8940.618	eV
E_HOMO	-13.57	eV
gap between HOMO and LUMO	10.4	eV

Mulliken atomic charge list, values in e, 2 entries: -0.807, -0.608